Record 1
Formula: C5H14S2
Source: the Open Molecules 2025 dataset
Level of theory: wB97M-V/def2-TZVPD

Element x y z (Å)
1 C -0.24813 2.53639 2.01613
2 C 0.92734 3.18088 1.30904
3 C 0.05893 -0.21627 1.47904
4 S -1.07362 1.14717 1.13261
5 H -0.03201 2.12839 2.99878
6 H -1.09828 3.20217 2.11825
7 H 1.10023 2.78695 0.31223
8 H 1.85000 3.07340 1.87735
9 H -0.48968 -1.15321 1.50610
10 H 0.80984 -0.23691 0.69249
11 H 0.42462 -0.16014 2.51376
12 H 0.77709 4.24802 1.16398
13 C -1.61978 -2.25295 -2.54419
14 C 0.99147 -2.35567 -1.71559
15 S -0.27837 -3.38112 -2.41378
16 H -1.25386 -1.25182 -2.76298
17 H -2.31603 -2.64545 -3.28169
18 H -2.14873 -2.23995 -1.58889
19 H 1.63728 -2.96524 -1.07625
20 H 0.48128 -1.56185 -1.17057
21 H 1.50042 -1.88280 -2.56582

2S+1: 2
Charge: +1
Total energy in eV: -27073.5116
HOMO-LUMO gap (alpha / beta) in eV: 7.9 / 2.8
ΔE to the lowest compared entry with this formula, charge and spin in kJ/mol: 0.0

---

Record 2
Formula: C5H15BN4O4PS
Source: the Open Molecules 2025 dataset
Level of theory: wB97M-V/def2-TZVPD

Element x y z (Å)
1 C 3.35007 0.50110 0.64180
2 C 2.01695 -0.19412 -0.02747
3 N 0.85891 0.75715 -0.25898
4 C 0.26913 0.29583 -1.60736
5 N 0.10764 1.18477 -2.64145
6 N -0.15027 -1.18158 -1.64525
7 C -1.32166 -1.24566 -0.66889
8 B -1.27540 -2.55742 0.33939
9 N -2.55782 -3.42102 0.41022
10 O -0.11691 -2.95299 1.16858
11 O -1.52337 0.00930 0.07226
12 C -0.29228 0.47949 0.72645
13 P -0.73343 2.23152 1.45630
14 O -1.73899 2.98664 0.20381
15 O 0.67821 3.23201 1.64979
16 S -1.85120 2.06170 3.03915
17 H 3.11644 1.21486 1.54777
18 H 3.99181 1.07122 -0.18546
19 H 4.04718 -0.40067 0.99046
20 H 2.36477 -0.59893 -1.09471
21 H 1.68568 -1.14550 0.60214
22 H -0.22232 2.16179 -2.38054
23 H 0.24919 0.96545 -3.65191
24 H -0.42410 -1.47551 -2.60826
25 H -2.29220 -1.38444 -1.34945
26 H -3.31137 -2.84434 0.89278
27 H -2.86991 -3.44791 -0.60694
28 H -0.19268 -2.58191 2.10101
29 H 0.04374 -0.16239 1.64750
30 H -2.66327 2.59207 0.37664
31 H 0.75747 3.84948 0.86064

Charge: +1
Total energy in eV: -40370.5492
HOMO-LUMO gap in eV: 6.8
ΔE to the lowest compared entry with this formula, charge and spin in kJ/mol: 292.7
Structure (SMILES): CCN1C(N)=[NH+][C@@H](B(N)O)O[C@@H]1P(O)(O)=S

---

Record 3
Formula: C5H15N
Source: the Open Molecules 2025 dataset
Level of theory: wB97M-V/def2-TZVPD

Element x y z (Å)
1 C -2.27894 -1.29552 -2.70365
2 C -2.26771 -0.76713 -1.17006
3 C -3.59086 -1.30752 -0.48561
4 H -2.17209 -0.47630 -3.44684
5 H -1.45717 -1.96270 -3.03071
6 H -3.27243 -1.60554 -2.93288
7 H -1.41060 -1.35985 -0.86816
8 H -2.20600 0.29958 -0.99809
9 H -3.33749 -1.39143 0.58735
10 H -3.76637 -2.31768 -0.83067
11 H -4.52261 -0.68557 -0.69941
12 C 4.12578 1.37390 1.98399
13 C 2.71098 0.83353 1.86890
14 N 1.93605 1.76061 1.03453
15 H 4.14130 2.40601 1.64611
16 H 5.01659 0.90567 1.57452
17 H 4.44254 1.53308 3.03059
18 H 2.08547 0.76781 2.78414
19 H 2.79750 -0.14129 1.39476
20 H 0.94416 1.81585 1.22542
21 H 2.08194 1.61451 0.03576

Total energy in eV: -6916.9966
HOMO-LUMO gap in eV: 9.9
ΔE to the lowest compared entry with this formula, charge and spin in kJ/mol: 123.8
Structure (SMILES): CCC.CCN

---

Record 4
Formula: C5H15N
Source: the Open Molecules 2025 dataset
Level of theory: wB97M-V/def2-TZVPD

Element x y z (Å)
1 C 0.66662 -2.39888 0.93525
2 C -0.77397 -1.94173 0.66578
3 C -1.32871 -1.05427 1.79383
4 H 1.33999 -1.56110 0.79284
5 H 0.94774 -3.18607 0.23989
6 H 0.77328 -2.83716 1.92103
7 H -1.50888 -2.72808 0.53851
8 H -0.69500 -1.37472 -0.26931
9 H -0.74752 -0.15013 1.97019
10 H -2.32583 -0.73603 1.50461
11 H -1.42082 -1.63445 2.70443
12 C 1.69907 1.62922 -1.49967
13 N 0.30191 1.42839 -1.26496
14 C -0.64939 2.52131 -1.20374
15 H 1.85417 2.50396 -2.13312
16 H 2.21609 1.62563 -0.53611
17 H 2.10540 0.77959 -2.06483
18 H 0.12713 0.74683 -0.51672
19 H -0.48043 3.01680 -0.24662
20 H -1.65520 2.11298 -1.32986
21 H -0.44566 3.23792 -2.00141

2S+1: 2
Charge: +1
Total energy in eV: -6909.4365
HOMO-LUMO gap (alpha / beta) in eV: 11.4 / 6.6
ΔE to the lowest compared entry with this formula, charge and spin in kJ/mol: 0.0

---

Record 5
Formula: C5H15N2
Source: the Open Molecules 2025 dataset
Level of theory: wB97M-V/def2-TZVPD

Element x y z (Å)
1 C -1.92136 1.09727 -0.58827
2 C -0.77554 2.05319 -0.84353
3 N 0.48318 1.58169 -0.16002
4 H -2.82964 1.57950 -0.95742
5 H -1.79763 0.17242 -1.15131
6 H -2.05752 0.86419 0.46771
7 H -0.53156 2.00462 -1.90753
8 H -0.95319 3.08843 -0.56701
9 H 0.51683 1.81501 0.82961
10 H 1.29290 2.02396 -0.59076
11 H 0.60889 0.44285 -0.30087
12 C 0.34192 -1.14026 1.90579
13 C 0.09216 -1.76834 0.51755
14 C 1.80283 -1.56935 -1.04747
15 N 0.75199 -1.02847 -0.57308
16 H 0.00909 -1.84829 2.66231
17 H 1.37575 -0.85246 2.08999
18 H -0.29413 -0.25486 1.99786
19 H -0.98594 -1.80868 0.35528
20 H 0.44490 -2.80229 0.50164
21 H 1.88483 -2.65531 -1.03721
22 H 2.54124 -0.99481 -1.60327

Charge: +1
Total energy in eV: -8401.6025
HOMO-LUMO gap in eV: 11.3
ΔE to the lowest compared entry with this formula, charge and spin in kJ/mol: 103.6

---

Record 6
Formula: C5H15N2
Source: the Open Molecules 2025 dataset
Level of theory: wB97M-V/def2-TZVPD

Element x y z (Å)
1 C 0.27532 -1.96101 1.11292
2 C 1.58586 -1.16795 1.22203
3 C 2.44907 0.95093 0.73162
4 N 1.45979 0.14655 0.56567
5 H 0.42289 -2.96956 1.58302
6 H -0.54042 -1.45607 1.63543
7 H -0.01814 -2.16631 0.05361
8 H 2.40143 -1.71716 0.78804
9 H 1.84391 -0.99891 2.29836
10 H 3.40712 0.59744 1.20045
11 H 2.35150 1.97974 0.37282
12 C -2.78575 0.77533 -1.86952
13 C -1.35182 0.41913 -1.53139
14 N -1.00850 0.85116 -0.13744
15 H -3.04634 0.40369 -2.85308
16 H -3.46320 0.26131 -1.14834
17 H -2.93209 1.87062 -1.85193
18 H -1.19152 -0.66900 -1.55341
19 H -0.63044 0.88937 -2.18848
20 H -1.12697 1.86758 -0.04503
21 H 0.00994 0.57573 0.18299
22 H -1.68277 0.44897 0.53391

Charge: +1
Total energy in eV: -8401.8194
HOMO-LUMO gap in eV: 11.6
ΔE to the lowest compared entry with this formula, charge and spin in kJ/mol: 82.7